{
  "formula": "C8H23Cl2O2P2Pt",
  "method": "ωB97M-V/def2-TZVPD",
  "gap_ev": [6.9051, 4.9769],
  "multiplicity": 5,
  "lumo_energy_ev": [-12.3, -15.9],
  "total_charge": 3,
  "homo_ha": [-0.7041, -0.7674],
  "s2": 6.021,
  "symbols": ["C", "C", "H", "H", "H", "O", "Cl", "Pt", "P", "C", "C", "H", "H", "H", "H", "H", "H", "C", "H", "H", "H", "P", "C", "C", "H", "H", "H", "C", "H", "H", "H", "H", "H", "H", "Cl", "O", "H", "H"],
  "positions_angstrom": [[-1.6685, 0.4158, -3.3488], [-1.0246, -0.6848, -2.5611], [-2.7680, 0.6238, -3.2004], [-1.4004, -0.3156, -4.1951], [-0.9154, 1.2169, -3.3791], [-1.4008, -0.9711, -1.3672], [0.3006, -1.0057, -3.4305], [0.8735, 0.1684, 1.5418], [0.6558, -2.0664, 0.4095], [-0.5404, -2.7065, 1.7039], [0.1877, -3.2217, -1.0025], [0.4229, -4.2621, -0.7559], [2.2637, -3.8540, 0.7946], [0.6776, -2.8795, -1.9111], [3.0196, -2.3207, 0.2882], [-1.5381, -2.4863, 1.3072], [-0.8904, -3.1729, -1.1656], [2.2694, -2.7683, 0.9484], [-0.3741, -3.7831, 1.8182], [2.4331, -2.4846, 1.9897], [-0.3657, -2.1058, 2.5995], [0.3609, 2.2140, 0.3026], [-0.8007, 2.8585, 1.5436], [1.9276, 3.0778, 0.6618], [0.3960, 2.4398, -2.1019], [-0.1384, 3.9035, -1.2971], [-1.2308, 2.5587, -1.4757], [-0.2074, 2.8326, -1.3040], [2.7425, 2.6334, 0.0722], [1.8090, 4.1141, 0.3323], [-1.0652, 3.8864, 1.2340], [-0.2686, 2.7940, 2.5134], [2.1219, 3.0339, 1.7402], [-1.6802, 2.1800, 1.5774], [1.9639, 0.2314, 3.4202], [-2.4546, 0.1509, 1.9766], [-2.0443, -0.2886, 1.1737], [-1.6488, 0.0439, 2.5469]],
  "atomic_forces_ev_per_a": [[-2.04, -1.10, -0.77], [-1.27, 1.35, 4.18], [1.37, -0.01, -0.06], [-2.10, 2.17, -0.71], [-0.73, -0.01, -0.11], [1.08, 0.42, -3.96], [3.22, -2.41, 0.38], [-0.58, -0.15, -1.09], [0.27, -3.04, 1.84], [0.38, 1.04, -1.14], [-0.25, 1.37, -0.40], [0.31, 0.28, 0.31], [-0.03, 0.21, 0.22], [0.20, -0.60, 0.13], [0.23, -0.18, 0.33], [-0.03, -0.31, 0.38], [-0.07, -0.10, 0.05], [-0.29, 0.61, -0.73], [-0.08, 0.24, 0.22], [0.21, -0.18, -0.10], [-0.19, -0.57, 0.29], [0.66, 1.80, 1.52], [-0.17, -0.66, -0.23], [-0.06, -0.30, -0.63], [0.47, 0.00, -0.41], [0.19, 0.67, 0.22], [-0.62, -0.08, 0.05], [0.05, -1.33, 0.01], [-0.08, 0.15, 0.35], [0.04, 0.04, 0.18], [0.03, -0.34, 0.47], [-0.44, 0.41, -0.36], [0.10, 0.04, -0.29], [0.28, 0.75, 0.05], [0.03, -0.04, -0.32], [2.75, -1.03, -1.08], [-1.44, 0.56, 0.81], [-1.40, 0.29, 0.35]]
}

{
  "formula": "C8H23LiNO6",
  "method": "ωB97M-V/def2-TZVPD",
  "de_lowest_kcal_mol": 0.0,
  "gap_ev": 3.7313,
  "lumo_energy_ev": 2.3,
  "total_charge": -1,
  "homo_ha": -0.0513,
  "symbols": ["Li", "O", "C", "C", "O", "H", "H", "H", "H", "C", "O", "C", "C", "N", "C", "C", "O", "C", "H", "H", "H", "H", "H", "H", "H", "H", "H", "H", "H", "H", "H", "H", "H", "O", "H", "H", "O", "H", "H"],
  "positions_angstrom": [[7.0219, 11.0054, -9.2767], [10.8848, 10.9578, -9.8276], [10.6525, 12.2577, -10.2305], [9.1918, 12.6983, -9.9739], [8.2149, 11.9694, -10.6166], [10.7067, 12.1587, -11.3391], [11.3587, 12.9844, -9.7788], [9.0942, 13.7498, -10.3475], [9.1556, 12.6613, -8.8502], [4.1769, 11.9848, -8.2260], [4.9470, 11.3110, -9.1887], [4.6336, 9.9175, -9.2410], [5.4659, 9.3363, -10.3500], [6.9200, 9.1063, -10.0956], [7.1985, 7.8349, -9.4047], [7.4511, 6.6754, -10.3246], [6.2808, 6.5020, -11.1444], [6.1707, 5.1989, -11.6502], [3.1107, 11.9265, -8.4482], [4.5430, 13.0028, -8.1058], [4.3944, 11.5629, -7.2316], [3.5663, 9.7755, -9.4307], [4.9364, 9.5142, -8.2627], [5.3634, 9.9655, -11.2355], [5.0478, 8.3591, -10.6189], [7.2934, 9.0955, -11.0382], [6.4097, 7.7018, -8.6576], [8.0582, 8.0739, -8.7691], [7.5978, 5.7248, -9.8046], [8.2666, 6.9002, -11.0189], [7.0584, 5.0048, -12.2717], [5.3119, 5.1230, -12.3148], [6.1089, 4.4183, -10.8833], [6.1814, 14.2361, -10.4831], [6.5938, 15.1019, -10.5280], [6.9356, 13.6016, -10.5137], [7.5785, 10.9842, -7.3108], [7.8892, 11.8955, -7.2190], [8.3732, 10.4463, -7.2013]],
  "atomic_forces_ev_per_a": [[1.31, 0.73, -0.88], [0.12, 0.34, 0.96], [-0.72, -2.71, -0.58], [0.26, 0.30, -0.61], [-1.23, -0.21, 1.10], [0.30, 1.18, -0.21], [-0.03, 0.41, -0.20], [0.33, 0.32, 0.60], [-0.33, 0.28, 0.11], [0.80, 0.01, 1.03], [-0.15, -0.02, -0.24], [1.05, 0.71, 0.35], [-0.17, -1.61, -0.74], [-1.52, 0.31, -0.11], [0.45, 1.48, 0.80], [-0.98, -0.19, -0.63], [-0.53, -0.12, 0.43], [0.76, 0.07, -0.74], [-0.04, 0.14, -0.02], [-0.22, 0.17, -0.70], [-0.40, -0.32, -0.06], [0.00, -0.09, 0.06], [-0.39, -0.35, -0.06], [0.09, 0.17, 0.11], [-0.35, 0.17, -0.02], [0.75, 0.26, 0.31], [-0.25, -0.52, -0.37], [0.37, -0.57, -0.30], [0.44, 0.18, 0.26], [0.34, -0.12, 0.34], [-0.06, -0.31, 0.05], [-0.16, 0.20, 0.17], [-0.04, 0.16, 0.17], [0.08, -0.02, 0.14], [0.09, -0.03, 0.00], [-0.03, -0.44, -0.20], [-0.39, -0.06, 0.16], [0.24, -0.04, -0.18], [0.20, 0.16, -0.30]]
}

{
  "formula": "C8H24BNO6P3",
  "method": "ωB97M-V/def2-TZVPD",
  "gap_ev": 9.1228,
  "lumo_energy_ev": -3.9,
  "total_charge": 1,
  "homo_ha": -0.4777,
  "symbols": ["C", "C", "P", "C", "C", "C", "C", "O", "P", "P", "O", "O", "O", "B", "N", "O", "H", "H", "H", "H", "H", "H", "H", "H", "H", "H", "H", "H", "H", "H", "H", "H", "H", "H", "C", "C", "O", "H", "H", "H", "H", "H", "H"],
  "positions_angstrom": [[0.1330, -0.9609, -3.3766], [0.3357, 0.1308, -2.6607], [0.9580, 0.0432, -0.9517], [-0.4148, 0.5900, 0.1497], [-0.4814, -0.1017, 1.5249], [0.1507, 0.6923, 2.6835], [1.5640, 1.1445, 2.4020], [2.4127, 0.0091, 2.2449], [2.7207, 1.3057, -0.9101], [2.1672, 3.3962, -1.2202], [2.5888, 3.7942, -2.5387], [2.9566, 4.2242, -0.0901], [0.6093, 3.6766, -1.0007], [1.5501, -1.7908, -0.6986], [0.7187, -2.9506, -0.9691], [2.8424, -1.9542, -0.2739], [0.3982, -0.9720, -4.4287], [-0.3384, -1.8529, -2.9766], [0.0926, 1.0895, -3.1140], [-1.3566, 0.5131, -0.3930], [-0.2898, 1.6610, 0.3323], [-0.0865, -1.1222, 1.5463], [-1.5423, -0.1886, 1.7728], [0.2063, -0.0058, 3.5204], [-0.4976, 1.5237, 2.9549], [1.8981, 1.7120, 3.2790], [1.6496, 1.8460, 1.5600], [3.2817, 0.3442, 1.9783], [3.4619, 0.9825, -2.0699], [3.7578, 3.7306, 0.1527], [0.4432, 4.0119, -0.1007], [0.5795, -3.3992, -0.0609], [1.2966, -3.5958, -1.5109], [2.9244, -1.6695, 0.6570], [-4.6046, -1.3328, 0.8944], [-4.0983, -2.1976, -0.2439], [-2.7957, -1.7790, -0.6656], [-4.6443, -0.2857, 0.5893], [-5.6004, -1.6437, 1.2100], [-3.9322, -1.3943, 1.7553], [-4.7575, -2.1192, -1.1060], [-4.0514, -3.2466, 0.0610], [-2.2060, -1.8585, 0.0919]],
  "atomic_forces_ev_per_a": [[-0.19, -1.07, -0.75], [-0.15, 0.59, 0.88], [-2.28, 0.91, -1.34], [0.62, 0.37, 0.95], [-0.49, 0.21, 0.34], [0.23, -0.86, -0.69], [0.13, 0.58, 1.06], [0.02, 0.03, -0.67], [0.71, -0.28, 1.39], [0.01, 1.15, -0.89], [0.35, -0.19, -1.36], [-0.67, -1.12, 0.46], [0.57, -0.24, 1.30], [0.89, -1.48, 0.48], [0.02, 0.81, -0.14], [-0.59, 0.32, 0.48], [-1.18, 0.40, -0.35], [1.18, -0.49, 0.34], [1.40, 0.34, -0.05], [0.21, -0.44, -0.32], [0.06, 0.00, -0.18], [0.07, 0.05, -0.30], [0.00, -0.18, -0.07], [-0.11, 0.25, 0.23], [0.16, 0.15, 0.02], [0.07, 0.02, -0.09], [-0.12, -0.23, -0.14], [-0.13, -0.13, 0.16], [-0.69, 0.07, -0.17], [-0.01, 0.46, 0.14], [-0.24, 0.05, -0.30], [-0.16, -0.21, -0.20], [-0.20, -0.20, 0.11], [0.45, 0.33, -0.34], [0.05, 0.08, -0.05], [0.11, 0.04, 0.35], [0.12, 0.19, -0.16], [-0.08, -0.03, -0.05], [0.02, 0.01, 0.04], [-0.07, -0.11, 0.04], [0.13, 0.01, -0.09], [-0.13, -0.02, -0.05], [-0.09, -0.14, -0.04]]
}

{
  "formula": "C8H24BO12PTa",
  "method": "ωB97M-V/def2-TZVPD",
  "de_lowest_kcal_mol": 58.2,
  "gap_ev": 7.3177,
  "lumo_energy_ev": 1.6,
  "total_charge": -1,
  "homo_ha": -0.2095,
  "symbols": ["O", "P", "O", "O", "Ta", "O", "B", "O", "O", "H", "H", "H", "H", "H", "H", "H", "H", "C", "C", "O", "C", "O", "O", "C", "H", "H", "H", "H", "H", "H", "H", "H", "C", "C", "O", "C", "O", "O", "C", "H", "H", "H", "H", "H", "H", "H", "H"],
  "positions_angstrom": [[2.7840, -3.0520, 1.8775], [3.4406, -1.7866, 1.1333], [4.3115, -2.4041, -0.2723], [4.5291, -0.9386, 2.2468], [1.6052, -0.0688, 0.3336], [0.2907, -0.9815, 1.7668], [-0.9201, -1.5197, 1.1146], [-2.0377, -0.7057, 0.5684], [-1.0763, -3.0151, 1.0327], [4.0810, -1.7175, -0.9919], [3.8827, -0.5563, 2.9341], [2.1549, 1.1508, 1.6589], [2.8869, 0.7453, -0.7777], [1.1039, -1.2536, -1.0380], [0.2958, 1.1037, -0.2453], [-2.6914, -1.3893, 0.1875], [-0.2126, -3.4350, 0.7426], [-6.1732, 0.7370, 6.3268], [-5.8070, 1.8517, 5.3621], [-4.3932, 1.8806, 5.1272], [-3.9205, 0.9377, 4.2741], [-4.5874, 0.0936, 3.6937], [-2.5745, 1.0794, 4.1911], [-1.9387, 0.0815, 3.3957], [-5.5876, 0.8173, 7.2482], [-7.2372, 0.7747, 6.5764], [-5.9562, -0.2461, 5.8981], [-6.0740, 2.8164, 5.8063], [-6.3575, 1.7682, 4.4178], [-2.3903, 0.0154, 2.4008], [-1.9856, -0.8849, 3.9067], [-0.8879, 0.3607, 3.2781], [2.7103, 2.6306, -6.6394], [1.6019, 1.5947, -6.5657], [2.1438, 0.2685, -6.5186], [2.6377, -0.1215, -5.3168], [2.6469, 0.5452, -4.2923], [3.1396, -1.3738, -5.4523], [3.7801, -1.8674, -4.2780], [3.3850, 2.4138, -7.4738], [2.2950, 3.6339, -6.7685], [3.3191, 2.6258, -5.7302], [0.9901, 1.6548, -7.4720], [0.9350, 1.7739, -5.7142], [3.1233, -1.7981, -3.4051], [4.7113, -1.3191, -4.1057], [4.0234, -2.9208, -4.4420]],
  "atomic_forces_ev_per_a": [[2.40, 4.10, -2.40], [-0.23, -4.03, 1.83], [-1.17, 2.62, 0.89], [-2.29, -0.77, -0.63], [-3.04, -0.07, 2.32], [-1.67, 0.29, -4.19], [0.65, -1.11, 0.12], [1.24, -3.59, 0.30], [1.32, 2.74, -0.77], [0.61, -1.40, 1.60], [1.33, -0.84, -1.50], [0.29, -0.22, -0.37], [-0.44, -0.53, 0.49], [0.42, 0.08, -0.02], [0.57, -0.13, -0.19], [1.53, 1.54, 0.85], [-1.27, 0.90, 0.93], [0.13, -0.32, 0.00], [-0.41, -0.14, 0.13], [0.21, -0.31, -0.56], [0.37, -0.58, -0.37], [0.73, 1.26, 0.86], [-1.74, 0.26, 0.48], [0.45, -0.26, -0.38], [-0.13, 0.14, -0.08], [0.09, 0.05, -0.02], [-0.09, 0.19, -0.06], [0.36, -0.07, -0.12], [0.25, -0.13, 0.10], [0.01, 0.13, 0.62], [-0.06, 0.05, -0.10], [-0.36, 0.14, 0.22], [0.30, -0.03, 0.18], [-0.09, 0.57, 0.04], [0.16, -0.49, 0.66], [0.13, 0.53, 0.81], [-0.03, -1.07, -1.74], [-0.54, 0.95, -0.16], [0.26, -0.30, 0.53], [-0.20, 0.04, -0.02], [0.00, -0.11, -0.01], [-0.22, 0.00, -0.05], [0.17, -0.35, 0.11], [0.28, -0.15, -0.02], [0.11, 0.15, -0.17], [-0.20, 0.00, 0.10], [-0.16, 0.25, -0.23]]
}

{
  "formula": "C8H24BrO4",
  "method": "ωB97M-V/def2-TZVPD",
  "de_lowest_kcal_mol": 430.3,
  "gap_ev": 7.5779,
  "lumo_energy_ev": 3.4,
  "total_charge": -1,
  "homo_ha": -0.1523,
  "symbols": ["Br", "C", "C", "O", "H", "H", "H", "H", "H", "H", "C", "C", "O", "H", "H", "H", "H", "H", "H", "C", "C", "O", "H", "H", "H", "H", "H", "H", "C", "C", "O", "H", "H", "H", "H", "H", "H"],
  "positions_angstrom": [[-1.6173, -0.3157, 0.3664], [-0.0453, -3.9771, 0.4363], [-0.1313, -2.5266, 0.9154], [-1.3417, -2.3403, 1.6113], [-0.5047, -4.6747, 1.1367], [1.0008, -4.2584, 0.3157], [-0.4702, -4.1986, -0.5427], [0.1653, -1.8230, 0.1375], [0.6667, -2.4591, 1.6548], [-1.6299, -1.4554, 1.3759], [2.6004, -0.8677, 0.1955], [1.2564, -0.2922, 0.0230], [0.6343, 0.0350, 1.2255], [2.4623, -1.9302, 0.3961], [3.1487, -0.3828, 1.0031], [3.1910, -0.6106, -0.6838], [0.6154, -1.0677, -0.3963], [1.2203, 0.5957, -0.6081], [-0.2587, 0.1105, 0.8814], [0.0723, 1.5003, -2.8386], [-0.5605, 0.9947, -1.5414], [-1.4378, -0.0476, -1.7741], [-0.5932, 2.0260, -3.5234], [0.5642, 0.6877, -3.3733], [0.8179, 2.2486, -2.5700], [-1.1203, 1.8442, -1.1503], [0.2014, 0.7239, -0.8105], [-1.8031, -0.2538, -0.9106], [-0.4110, 3.4857, 1.0499], [-0.7733, 2.0188, 0.7830], [-1.6419, 1.5833, 1.7780], [-1.2614, 4.0261, 1.4658], [-0.1176, 3.9714, 0.1192], [0.3033, 3.6118, 1.8635], [0.1341, 1.4311, 0.6438], [-1.3985, 1.8519, -0.0941], [-1.9371, 0.7347, 1.4400]],
  "atomic_forces_ev_per_a": [[-7.54, -4.06, 6.35], [0.21, -0.23, -0.62], [0.21, -3.12, 1.88], [1.27, -4.17, 1.43], [0.03, 0.17, 0.19], [0.27, -0.07, 0.16], [-0.43, 0.33, -0.11], [-1.94, -2.40, 1.22], [0.29, 0.25, 0.17], [-0.71, -1.42, 2.18], [0.97, 0.17, 0.22], [1.73, 0.38, 1.03], [5.75, -1.61, 2.21], [0.71, -0.09, -0.11], [-0.20, -0.14, 0.34], [0.08, -0.74, -0.28], [1.23, 2.01, -2.25], [3.07, -0.65, 0.48], [1.18, 0.19, 1.65], [0.55, -0.28, 0.33], [-0.78, 1.44, -4.04], [1.55, 0.77, -9.69], [-0.39, -0.31, 0.11], [0.10, -0.04, -0.18], [0.37, 0.05, 0.01], [0.71, -0.25, -2.46], [-3.08, 1.27, -2.24], [-2.66, -0.26, -8.07], [-0.77, -0.22, 0.17], [-1.44, 4.00, 1.09], [0.93, 3.66, 4.26], [-0.45, -0.03, -0.36], [0.40, 0.17, 0.10], [0.62, -0.24, -0.34], [-0.60, 2.20, 0.48], [0.24, 1.91, 2.33], [-1.47, 1.38, 2.36]]
}

{
  "formula": "C8H24Cl3CuGeN3OP",
  "method": "ωB97M-V/def2-TZVPD",
  "de_lowest_kcal_mol": 0.0,
  "gap_ev": 8.5467,
  "lumo_energy_ev": -6.9,
  "total_charge": 2,
  "homo_ha": -0.5667,
  "symbols": ["Cu", "C", "N", "C", "N", "O", "H", "H", "H", "H", "H", "H", "C", "C", "P", "C", "C", "C", "C", "H", "H", "H", "H", "H", "H", "H", "H", "H", "H", "H", "H", "H", "H", "H", "Cl", "Ge", "Cl", "Cl", "N", "H", "H", "H"],
  "positions_angstrom": [[-0.4558, 0.5811, -1.5943], [-0.0104, -6.2278, -1.5355], [-0.5573, -5.0435, -0.8748], [0.1688, -4.1676, -0.1815], [1.5021, -4.1477, -0.1286], [-0.5135, -3.0913, 0.2454], [-0.7946, -6.9871, -1.7390], [0.6248, -6.7902, -0.8118], [0.5090, -5.9699, -2.4752], [-1.5643, -4.9673, -0.7893], [2.0231, -4.9886, -0.4233], [1.9769, -3.5814, 0.5661], [-2.1830, 2.5894, 1.0052], [-1.0971, 3.3956, 0.2525], [0.1740, 2.2395, -0.4491], [1.3845, 3.4404, -1.1875], [1.1297, 4.9590, -1.1995], [1.0021, 1.7067, 1.1202], [1.2898, 2.8249, 2.1245], [-2.9277, 3.2549, 1.4687], [-1.7337, 1.9585, 1.8165], [-2.6492, 1.8552, 0.3268], [-0.5346, 4.1076, 0.8230], [-1.5905, 3.8919, -0.6042], [1.4520, 3.0665, -2.2191], [2.3304, 3.2504, -0.6461], [0.1989, 5.2085, -1.6754], [1.9488, 5.3900, -1.7865], [1.0956, 5.3635, -0.1963], [1.9129, 1.1895, 0.8479], [0.3514, 0.9617, 1.5584], [1.4516, 3.8019, 1.7079], [2.2150, 2.6346, 2.7073], [0.4867, 2.8999, 2.8634], [-0.7131, -4.4660, 2.8251], [-0.4382, -2.5420, 1.9788], [1.5064, -1.7833, 2.4175], [-2.0491, -1.1743, 1.8457], [-1.5614, -0.9285, -1.9649], [-2.5434, -0.7067, -2.2341], [-1.6723, -1.4652, -1.1231], [-1.1453, -1.5428, -2.6619]],
  "atomic_forces_ev_per_a": [[-0.44, -0.08, -0.06], [0.27, -1.28, 0.36], [0.63, 0.12, 0.68], [-0.88, 1.03, -1.28], [-0.04, -1.53, 0.02], [0.87, -0.88, -0.36], [0.17, 0.94, -0.06], [0.03, 0.58, -0.63], [-0.15, -0.15, 0.55], [0.20, 0.23, 0.00], [-0.46, 0.68, 0.21], [-0.17, 0.17, -0.22], [0.72, -0.30, 0.74], [-1.15, -1.58, -1.27], [0.82, 2.50, 1.55], [0.20, -0.58, -0.18], [0.23, -0.80, -0.10], [-0.06, 0.28, -0.35], [0.46, -0.46, 1.03], [0.16, -0.39, -0.30], [-0.32, 0.69, -0.46], [-0.13, 0.52, 0.12], [-0.07, 0.40, 0.45], [0.38, 0.03, 0.42], [0.50, 0.32, 0.21], [-0.25, -0.06, -0.53], [-0.39, 0.13, -0.33], [-0.24, 0.18, 0.34], [0.24, 0.22, 0.13], [0.28, -0.15, -0.21], [-0.16, -0.26, 0.23], [-0.05, 0.42, -0.48], [-0.53, -0.17, -0.36], [0.04, 0.11, -0.19], [-0.05, 0.51, 0.34], [-0.17, -0.27, 0.22], [-0.67, -0.11, -0.12], [0.50, -0.22, 0.36], [-1.16, -0.28, -0.74], [1.04, -0.09, -0.16], [0.15, -0.40, 0.51], [-0.34, -0.02, -0.10]]
}